ORCA calculation (the ωB97M-V functional and the def2-TZVPD basis) on a structure of composition C27H20ClF9OPRu in a non-equilibrium geometry.

Geometry (Å):
C -2.103 1.893 1.539
C -1.421 2.264 0.403
C -1.743 1.354 -0.671
H -0.812 3.159 0.298
C -2.724 0.420 -0.203
C -2.865 0.630 1.312
H -3.866 0.563 1.729
H -2.149 2.393 2.498
H -1.485 1.514 -1.718
H -3.410 -0.167 -0.811
Ru -1.115 -0.661 0.381
Cl -0.610 -2.849 0.182
P 1.260 -0.055 -1.226
C 0.450 -0.066 -2.820
C 0.900 0.815 -3.819
H 1.706 1.513 -3.594
C 0.316 0.766 -5.085
H 0.674 1.453 -5.858
C -0.700 -0.160 -5.348
H -1.138 -0.199 -6.346
C -1.161 -1.028 -4.347
H -1.952 -1.751 -4.559
C -0.600 -0.967 -3.073
H -0.962 -1.614 -2.263
C 2.064 1.498 -0.920
C 1.423 2.714 -1.240
H 0.437 2.703 -1.719
C 2.074 3.919 -0.985
H 1.577 4.862 -1.239
C 3.361 3.900 -0.426
H 3.881 4.840 -0.251
C 3.992 2.695 -0.080
H 5.003 2.679 0.341
C 3.324 1.490 -0.282
H 3.771 0.530 -0.009
C 2.418 -1.399 -1.121
C 3.086 -1.768 -2.301
H 2.824 -1.266 -3.235
C 4.084 -2.739 -2.241
H 4.627 -2.994 -3.157
C 4.369 -3.361 -1.017
H 5.148 -4.121 -0.983
C 3.670 -3.028 0.153
H 3.896 -3.524 1.103
C 2.683 -2.046 0.106
H 2.101 -1.781 0.995
F -4.772 -1.759 2.917
C -3.888 -2.140 3.882
F -4.611 -2.777 4.872
F -3.040 -3.040 3.344
C -3.180 -0.949 4.450
O -2.110 -0.450 1.953
C -4.003 0.247 4.828
F -4.688 0.055 6.000
F -3.194 1.332 4.992
F -4.926 0.558 3.868
C -1.803 -1.017 5.039
F -1.884 -0.942 6.417
F -1.172 -2.168 4.727
F -1.030 0.027 4.623

Output
Charge: 0
Kohn-Sham gap (alpha / beta) (eV): 6.532 / 6.045
Spin multiplicity: 6


ORCA calculation (the ωB97M-V functional and the def2-TZVPD basis) on a structure of composition C27H21BF4N9O2STi in a non-equilibrium geometry.

Geometry (Å):
Ti -0.262 0.052 -0.793
O -6.531 1.497 2.069
N -5.825 0.756 2.802
O -6.201 0.335 3.909
C -4.557 0.363 2.352
C -3.729 -0.127 3.376
C -2.388 -0.368 3.044
C -1.359 -0.735 3.942
C -0.029 -0.947 3.476
C 0.243 -0.757 2.138
N -0.628 -0.072 1.358
C -1.962 -0.050 1.690
C -2.864 0.346 0.639
N -2.395 0.429 -0.600
C -3.279 0.611 -1.560
C -4.626 0.844 -1.358
C -5.099 0.871 -0.005
C -4.214 0.614 1.015
H -4.055 -0.251 4.387
H -1.554 -0.924 5.007
H 0.819 -1.149 4.120
H 1.225 -0.995 1.743
H -2.776 0.688 -2.542
H -5.298 1.147 -2.146
H -6.132 1.198 0.194
C 4.047 4.253 2.383
C 2.800 4.285 1.523
N 2.524 5.210 0.658
N 1.425 4.763 -0.015
C 1.082 3.551 0.361
S -0.227 2.767 -0.351
N 1.923 3.207 1.431
N 2.019 1.926 2.036
H 3.878 3.838 3.411
H 4.389 5.285 2.554
H 4.812 3.642 1.878
H 0.931 5.390 -0.619
H 1.091 1.623 2.345
H 2.682 1.908 2.828
C 4.100 0.407 -1.248
C 2.758 0.770 -1.158
N 1.820 -0.177 -0.991
C 2.120 -1.508 -1.200
C 3.451 -1.926 -1.449
C 4.449 -0.940 -1.381
C 3.696 -3.281 -1.851
C 2.650 -4.144 -2.076
C 1.283 -3.717 -1.849
C 0.243 -4.567 -2.146
C -1.019 -4.205 -1.662
C -1.216 -2.943 -1.086
N -0.238 -2.019 -0.916
C 1.040 -2.399 -1.333
H 4.868 1.192 -1.107
H 2.418 1.778 -1.106
H 5.464 -1.239 -1.623
H 4.734 -3.637 -2.030
H 2.802 -5.176 -2.329
H 0.409 -5.455 -2.745
H -1.969 -4.829 -1.745
H -2.137 -2.712 -0.556
F -1.559 -1.160 -5.167
B -0.283 -1.141 -5.608
F -0.506 0.137 -2.643
F 0.678 -1.885 -5.101
F 0.040 -0.253 -6.577

Output
Charge: +3
Kohn-Sham gap (alpha / beta) (eV): 6.054 / 6.053


ORCA calculation (the ωB97M-V functional and the def2-TZVPD basis) on a structure of composition C27H21BN10O9V in a non-equilibrium geometry.

Geometry (Å):
V 0.253 0.341 -0.049
C -2.496 1.299 -3.222
C -1.371 0.661 -2.708
N -1.297 0.785 -1.379
N -2.399 1.524 -1.049
C -3.123 1.830 -2.127
B -2.586 1.812 0.472
N -2.541 0.466 1.156
C -3.524 -0.355 1.633
C -2.908 -1.534 2.035
C -1.563 -1.346 1.754
N -1.354 -0.152 1.243
N -1.339 2.668 0.980
C -1.278 3.761 1.765
C 0.062 4.162 1.954
C 0.743 3.228 1.156
N -0.071 2.316 0.630
N -3.835 2.510 0.802
C -4.029 2.841 2.099
C -4.850 3.937 2.101
C -5.083 4.243 0.728
N -4.419 3.448 -0.049
H -2.696 1.400 -4.266
H -0.611 0.111 -3.219
H -3.845 2.581 -2.041
H -4.553 -0.089 1.498
H -3.442 -2.405 2.385
H -0.766 -2.065 1.855
H -2.197 4.243 2.018
H 0.388 5.107 2.328
H 1.807 3.198 0.919
H -3.699 2.282 3.001
H -5.226 4.480 3.000
H -5.594 5.120 0.359
C 3.414 -0.829 2.900
C 2.733 -0.097 1.781
O 1.497 -0.168 1.697
C 3.562 0.737 0.920
C 4.908 0.881 1.276
C 5.844 1.366 0.382
C 5.421 1.555 -0.943
C 4.080 1.486 -1.284
C 3.111 1.083 -0.382
O 1.882 1.114 -0.766
H 2.674 -1.409 3.512
H 3.889 -0.125 3.592
H 4.104 -1.599 2.555
H 5.203 0.702 2.329
H 6.890 1.519 0.721
H 6.210 1.700 -1.740
H 3.788 1.722 -2.300
O -2.907 -3.260 -2.316
C -1.962 -2.650 -1.717
O -2.317 -1.573 -1.220
C -0.628 -3.288 -1.661
C -0.594 -4.524 -2.331
C 0.626 -5.161 -2.447
C 1.863 -4.682 -1.907
C 1.798 -3.443 -1.270
C 0.545 -2.722 -1.114
O 0.622 -1.504 -0.652
N 3.002 -2.940 -0.580
O 4.023 -2.801 -1.172
O 2.861 -2.816 0.616
N 0.632 -6.534 -3.023
O -0.410 -6.901 -3.545
O 1.692 -7.124 -2.973
H -1.456 -4.988 -2.746
H 2.843 -5.136 -1.954

Output
Charge: 0
Energy relative to the best compared isomer or geometry (same formula, charge and spin) (kJ/mol): 0.00
Kohn-Sham gap (alpha / beta) (eV): 7.803 / 5.723
Spin multiplicity: 4